# 1
Molecular formula: C2H5IS
Method: DFT, ωB97M-V with the def2-TZVPD basis set

The geometry in XYZ format:
```
9
Properties=species:S:1:pos:R:3:nbo_charge:R:1
C 0.49 -0.74 0.05 -0.705
C -0.06 0.48 -0.59 -0.278
S 0.52 1.95 0.01 0.215
I -3.32 -0.53 0.26 -0.361
H -0.20 -1.68 0.11 0.276
H 1.36 -1.36 -0.52 0.250
H 0.77 -0.31 1.02 0.218
H -0.71 0.65 -1.49 0.265
H 1.14 1.54 1.13 0.121
```

## Properties
- gap between HOMO and LUMO (alpha / beta) (eV) = 7.82 / 4.87
- energy above the lowest of the compared OMol25 structures with the same formula, charge and spin (kcal per mole) = 54.1
- E (eV) = -21088.282
- LUMO energy (alpha / beta) (eV) = -1.01 / -2.65

---

# 2
Molecular formula: C16H40KO8
Method: DFT, ωB97M-V with the def2-TZVPD basis set

The geometry in XYZ format:
```
65
Properties=species:S:1:pos:R:3:nbo_charge:R:1
K -0.09 -0.17 -0.02 0.877
C -0.34 -3.92 -0.09 -0.248
O -1.06 -2.85 0.51 -0.565
C -2.43 -2.89 0.14 -0.085
C -3.15 -1.72 0.74 -0.084
O -2.68 -0.54 0.11 -0.582
C -3.59 0.54 0.13 -0.250
H 0.72 -3.72 0.02 0.196
H -0.56 -3.99 -1.16 0.171
H -0.61 -4.87 0.38 0.180
H -2.87 -3.82 0.54 0.189
H -2.54 -2.85 -0.95 0.181
H -2.99 -1.68 1.82 0.184
H -4.22 -1.84 0.57 0.192
H -3.97 0.75 1.13 0.176
H -4.43 0.35 -0.54 0.178
H -3.07 1.42 -0.23 0.200
C -1.05 3.52 0.37 -0.248
O -1.05 2.30 1.08 -0.566
C -1.24 2.52 2.46 -0.081
C -1.30 1.21 3.21 -0.079
O -0.21 0.35 2.86 -0.563
C -0.21 -0.80 3.67 -0.253
H -1.04 3.29 -0.69 0.197
H -0.17 4.11 0.62 0.182
H -1.99 4.07 0.56 0.174
H -2.22 3.00 2.62 0.180
H -0.49 3.21 2.86 0.181
H -2.25 0.69 3.00 0.168
H -1.28 1.41 4.29 0.189
H 0.19 -0.59 4.67 0.182
H 0.40 -1.57 3.19 0.192
H -1.21 -1.23 3.78 0.173
C 3.10 -0.46 2.21 -0.254
O 2.71 -0.60 0.86 -0.566
C 3.29 -1.76 0.27 -0.085
C 3.07 -1.74 -1.21 -0.082
O 1.69 -1.78 -1.51 -0.571
C 1.45 -1.86 -2.90 -0.248
H 4.16 -0.23 2.30 0.179
H 2.87 -1.37 2.78 0.172
H 2.52 0.37 2.63 0.203
H 2.81 -2.64 0.72 0.181
H 4.37 -1.76 0.44 0.191
H 3.57 -2.61 -1.66 0.187
H 3.51 -0.84 -1.68 0.179
H 1.83 -2.80 -3.31 0.181
H 1.94 -1.03 -3.43 0.171
H 0.38 -1.76 -3.06 0.195
C 2.44 2.49 -0.23 -0.250
O 1.28 2.21 -1.00 -0.562
C 1.56 2.11 -2.37 -0.076
C 0.26 1.99 -3.14 -0.078
O -0.48 0.94 -2.57 -0.569
C -1.76 0.77 -3.15 -0.252
H 2.13 2.48 0.81 0.195
H 2.85 3.47 -0.49 0.176
H 3.21 1.73 -0.41 0.181
H 2.15 1.21 -2.58 0.163
H 2.15 2.97 -2.73 0.188
H 0.51 1.75 -4.18 0.180
H -0.31 2.93 -3.17 0.178
H -2.39 1.64 -2.97 0.179
H -2.19 -0.12 -2.70 0.195
H -1.68 0.60 -4.23 0.181
```

## Properties
- gap between HOMO and LUMO (eV) = 10.78
- energy above the lowest of the compared OMol25 structures with the same formula, charge and spin (kcal per mole) = 0.0
- E (eV) = -49938.947
- total charge = +1
- LUMO energy (eV) = -1.85

---

# 3
Molecular formula: C3H7N2P
Method: DFT, ωB97M-V with the def2-TZVPD basis set

The geometry in XYZ format:
```
13
Properties=species:S:1:pos:R:3:nbo_charge:R:1
C 0.67 -1.61 0.12 0.113
C 1.48 -0.44 0.45 -0.530
C 0.55 0.65 -0.12 -0.316
N -0.34 -1.37 -0.65 -0.272
N -0.54 -0.07 -0.88 -0.109
P -2.87 0.06 0.35 0.102
H 1.14 -2.57 0.33 0.201
H 1.78 -0.32 1.57 0.240
H 2.46 -0.48 0.02 0.242
H 0.11 1.24 0.66 0.229
H 1.10 1.26 -1.04 0.229
H -2.23 -0.04 1.54 -0.083
H -2.44 -1.19 0.01 -0.047
```

## Properties
- gap between HOMO and LUMO (alpha / beta) (eV) = 8.18 / 8.03
- energy above the lowest of the compared OMol25 structures with the same formula, charge and spin (kcal per mole) = 11.7
- E (eV) = -15488.110
- 2S+1 = 3
- LUMO energy (alpha / beta) (eV) = 0.82 / -1.55

---

# 4
Molecular formula: C36H29F3N3O2P2Re
Method: DFT, ωB97M-V with the def2-TZVPD basis set

The geometry in XYZ format:
```
76
Properties=species:S:1:pos:R:3:mulliken_spin:R:1
Re -0.51 -0.79 0.10 3.035
N -0.36 2.74 0.26 -0.039
P 1.18 2.96 0.73 0.054
C 1.62 4.65 0.59 -0.002
C 2.16 5.30 1.71 -0.002
C 2.49 6.64 1.61 0.000
C 2.29 7.32 0.42 0.000
C 1.75 6.67 -0.69 0.000
C 1.42 5.34 -0.61 0.000
C 1.63 2.16 2.23 -0.021
C 0.72 2.19 3.29 0.017
C 1.11 1.70 4.53 -0.002
C 2.39 1.20 4.70 0.000
C 3.30 1.18 3.65 0.001
C 2.93 1.67 2.41 0.000
P -1.53 1.43 0.35 0.044
C -2.39 1.71 1.90 -0.024
C -3.00 2.94 2.18 -0.003
C -3.58 3.15 3.42 0.000
C -3.56 2.14 4.38 0.002
C -2.97 0.92 4.11 0.020
C -2.37 0.71 2.87 0.007
C -2.61 1.96 -0.99 -0.041
C -2.06 2.18 -2.26 -0.034
C -2.87 2.49 -3.33 0.005
C -4.25 2.56 -3.15 0.000
C -4.81 2.32 -1.90 0.003
C -3.99 2.02 -0.82 -0.001
H -0.78 3.61 -0.09 -0.001
H 2.33 4.76 2.63 0.000
H 2.91 7.15 2.47 0.000
H 2.55 8.37 0.35 0.000
H 1.61 7.22 -1.62 0.000
H 1.02 4.83 -1.49 0.000
H -0.27 2.60 3.16 0.002
H 0.41 1.72 5.35 0.000
H 2.69 0.82 5.67 0.000
H 4.30 0.80 3.80 0.000
H 3.66 1.69 1.61 -0.001
H -3.03 3.72 1.44 0.000
H -4.05 4.10 3.64 0.000
H -4.03 2.31 5.34 0.000
H -2.96 0.14 4.85 0.001
H -1.89 -0.24 2.67 0.053
H -0.98 2.11 -2.41 -0.011
H -2.44 2.68 -4.30 0.000
H -4.89 2.81 -3.99 0.000
H -5.88 2.38 -1.77 0.000
H -4.44 1.85 0.15 0.000
C -4.51 -2.43 0.53 -0.010
C -4.31 -3.80 0.36 0.025
C -3.02 -4.26 0.13 -0.008
C -1.97 -3.38 0.08 0.049
N -2.17 -2.04 0.25 -0.034
C -3.42 -1.59 0.47 0.023
C -0.57 -3.78 -0.18 -0.052
C -0.17 -5.09 -0.35 -0.001
C 1.17 -5.36 -0.61 0.018
C 2.07 -4.31 -0.68 -0.006
C 1.60 -3.02 -0.49 0.007
N 0.31 -2.75 -0.24 -0.106
H -5.50 -2.03 0.70 0.000
H -5.14 -4.49 0.40 0.000
H -2.86 -5.32 0.00 0.001
H -3.54 -0.53 0.59 -0.003
H -0.88 -5.90 -0.30 0.001
H 1.50 -6.38 -0.75 0.000
H 3.12 -4.47 -0.88 0.000
H 2.27 -2.18 -0.53 0.002
F 2.71 -0.36 -2.60 0.000
C 3.22 0.56 -1.80 0.004
F 4.20 0.03 -1.08 0.001
F 3.66 1.59 -2.49 0.000
C 2.12 1.00 -0.79 0.021
O 2.17 2.25 -0.45 0.008
O 1.33 0.18 -0.37 -0.004
```

## Properties
- gap between HOMO and LUMO (alpha / beta) (eV) = 8.14 / 6.87
- energy above the lowest of the compared OMol25 structures with the same formula, charge and spin (kcal per mole) = 0.0
- E (eV) = -75205.543
- 2S+1 = 4
- total charge = +3
- LUMO energy (alpha / beta) (eV) = -8.75 / -9.38

---

# 5
Molecular formula: C48H82O29
Method: DFT, ωB97M-V with the def2-TZVPD basis set

The geometry in XYZ format:
```
159
Properties=species:S:1:pos:R:3:mulliken_charge:R:1
C 2.59 3.34 0.90 -0.718
C 3.90 2.69 0.49 -0.754
O 3.93 2.44 -0.96 -0.113
C 4.35 3.45 -1.71 0.581
O 4.79 4.51 -1.38 -0.609
O 4.28 3.05 -2.97 -0.151
C 4.84 4.01 -3.89 -0.913
H 2.44 4.31 0.47 0.539
H 2.73 3.52 2.01 0.279
H 1.65 2.70 0.70 0.126
H 4.07 1.75 0.94 0.024
H 4.70 3.33 0.77 0.780
H 4.15 4.80 -4.01 0.346
H 4.96 3.46 -4.88 0.209
H 5.72 4.45 -3.52 0.374
C 6.49 -1.55 -1.06 -1.516
C 5.23 -0.64 -0.79 -0.067
O 4.27 -1.44 0.02 0.484
C 4.32 -1.21 1.33 0.214
O 4.94 -0.37 1.91 -0.634
O 3.42 -2.04 1.90 0.056
C 3.31 -1.92 3.33 -0.833
H 7.16 -1.71 -0.21 0.350
H 7.08 -1.25 -1.93 0.400
H 6.07 -2.49 -1.43 0.303
H 4.69 -0.40 -1.72 0.179
H 5.57 0.23 -0.29 0.366
H 2.68 -2.71 3.75 0.338
H 2.77 -1.00 3.63 -0.020
H 4.28 -1.97 3.85 0.472
C -1.33 5.73 -1.62 -1.087
C -2.15 5.33 -2.82 -0.642
O -2.49 3.95 -3.02 -0.365
C -1.54 3.04 -3.35 -0.043
O -1.67 1.86 -3.24 0.706
O -0.53 3.67 -4.01 -0.440
C 0.71 2.83 -4.22 -0.168
H -1.21 6.81 -1.70 0.481
H -0.26 5.49 -1.59 0.259
H -1.85 5.46 -0.74 0.184
H -1.66 5.62 -3.72 0.583
H -3.11 5.81 -2.75 0.439
H 0.72 2.20 -5.09 0.287
H 0.86 2.23 -3.34 -0.195
H 1.52 3.55 -4.23 0.310
C -1.14 2.19 10.14 -1.148
C -1.38 2.48 8.66 -0.105
O -0.12 2.28 7.86 -0.378
C 0.06 1.08 7.30 0.771
O -0.52 0.06 7.63 -0.602
O 1.04 1.09 6.44 -0.364
C 1.31 -0.11 5.62 -0.260
H -2.02 2.51 10.68 0.363
H -0.32 2.69 10.66 0.308
H -0.99 1.12 10.25 0.289
H -1.58 3.56 8.42 0.263
H -2.15 1.83 8.13 0.280
H 2.25 0.22 5.16 0.274
H 0.48 -0.35 4.98 -0.055
H 1.47 -0.94 6.32 0.394
C 1.05 -4.83 -1.38 -0.610
C 2.48 -4.75 -0.73 0.308
O 3.24 -5.96 -1.01 -0.360
C 4.39 -6.17 -0.42 0.725
O 4.65 -5.79 0.70 -0.559
O 5.16 -6.90 -1.24 -0.345
C 6.52 -7.21 -0.87 -0.659
H 0.68 -3.78 -1.66 -0.235
H 0.28 -5.30 -0.77 0.350
H 1.10 -5.39 -2.31 0.469
H 2.46 -4.58 0.36 0.277
H 2.95 -3.88 -1.12 -0.214
H 6.87 -7.91 -1.64 0.247
H 6.57 -7.75 0.11 0.297
H 7.21 -6.40 -0.76 0.292
O -5.29 -4.41 0.83 -0.598
C -4.78 -4.01 -0.17 0.482
C -5.48 -3.23 -1.33 -0.677
C -4.29 -2.61 -2.14 0.604
C -3.11 -3.50 -1.74 0.314
O -3.42 -4.01 -0.45 -0.227
H -6.11 -3.86 -1.92 0.343
H -6.10 -2.48 -0.83 0.265
H -4.57 -2.57 -3.18 0.445
H -4.00 -1.59 -1.91 -0.669
H -3.04 -4.44 -2.33 0.217
H -2.13 -3.05 -1.74 -0.468
O -1.14 0.44 -6.34 -0.591
C -2.27 0.72 -5.94 0.361
C -3.19 -0.03 -4.96 0.647
C -4.24 0.97 -4.55 0.516
C -4.23 1.99 -5.69 -0.769
O -2.89 1.95 -6.20 -0.371
H -3.54 -0.94 -5.46 0.513
H -2.52 -0.42 -4.11 -0.901
H -5.23 0.62 -4.30 0.695
H -3.88 1.59 -3.65 -0.707
H -4.81 1.85 -6.59 0.288
H -4.38 2.97 -5.27 0.332
O 0.03 -2.79 3.08 -0.497
C -1.17 -2.70 3.10 -0.182
C -2.11 -2.88 1.97 0.895
C -3.51 -2.59 2.57 -0.524
C -3.25 -2.01 3.97 0.252
O -1.85 -2.41 4.27 -0.465
H -1.81 -2.12 1.21 -0.954
H -2.08 -3.87 1.55 0.988
H -4.03 -1.73 2.00 -0.053
H -4.10 -3.49 2.55 0.307
H -3.14 -0.91 3.90 -0.397
H -3.85 -2.29 4.85 0.377
O -2.82 4.02 1.16 -0.645
C -3.33 3.01 0.79 0.187
C -3.67 2.50 -0.64 0.799
C -4.81 1.52 -0.41 -0.651
C -4.34 0.97 0.93 0.866
O -3.90 2.09 1.71 -0.456
H -3.92 3.29 -1.32 0.831
H -2.80 2.03 -1.05 -1.036
H -5.80 1.96 -0.44 0.293
H -4.75 0.77 -1.18 0.113
H -5.18 0.51 1.45 0.595
H -3.48 0.33 0.87 -1.012
O 3.44 -2.07 -3.15 -0.643
C 2.36 -1.78 -3.60 0.159
C 1.66 -2.51 -4.73 -0.630
C 0.22 -2.15 -4.50 -0.345
C 0.32 -0.81 -3.81 1.746
O 1.60 -0.81 -3.11 0.284
H 2.06 -2.27 -5.75 0.281
H 1.76 -3.63 -4.60 0.302
H -0.38 -2.03 -5.46 0.369
H -0.30 -2.87 -3.87 0.172
H 0.30 -0.01 -4.55 -0.288
H -0.50 -0.64 -3.10 -1.458
O -1.17 0.10 2.47 0.371
C -1.00 1.14 2.93 -0.513
C -1.61 1.78 4.16 0.602
C -1.42 3.23 3.95 -0.834
C -0.29 3.37 2.89 -0.724
O -0.22 2.08 2.27 0.207
H -2.62 1.47 4.23 0.477
H -0.99 1.49 4.98 -0.722
H -2.32 3.74 3.64 0.277
H -1.18 3.87 4.84 0.370
H -0.54 4.13 2.10 0.182
H 0.63 3.59 3.35 0.595
O -2.13 -0.43 -1.21 0.631
C -0.98 -0.42 -0.77 -0.897
C -0.02 0.83 -0.62 0.425
C 1.31 0.35 -0.05 -0.169
C 1.11 -1.21 0.05 0.000
O -0.32 -1.51 -0.30 -0.602
H -0.01 1.33 -1.54 -0.413
H -0.57 1.51 -0.04 0.368
H 2.20 0.61 -0.63 -0.141
H 1.53 0.72 0.93 0.951
H 1.72 -1.76 -0.63 -0.827
H 1.26 -1.65 1.02 0.355
```

## Properties
- SMILES = CCOC(=O)OC.CCOC(=O)OC.CCOC(=O)OC.CCOC(=O)OC.CCOC(=O)OC.O=C1CCCO1.O=C1CCCO1.O=C1CCCO1.O=C1CCCO1.O=C1CCCO1.O=C1CCCO1.O=C1CCCO1
- gap between HOMO and LUMO (eV) = 10.06
- energy above the lowest of the compared OMol25 structures with the same formula, charge and spin (kcal per mole) = 0.0
- E (eV) = -110483.973
- LUMO energy (eV) = 0.38

---

# 6
Molecular formula: C41H44ClF9NO4P2SSe2V
Method: DFT, ωB97M-V with the def2-TZVPD basis set

The geometry in XYZ format:
```
106
Properties=species:S:1:pos:R:3:mulliken_spin:R:1
V 1.20 1.21 -1.77 3.065
C -4.56 -0.67 0.93 0.000
C -3.98 -1.78 1.82 0.000
P -2.18 -2.11 1.54 0.000
C -1.90 -3.49 2.73 -0.001
C -0.57 -3.88 2.92 0.001
C -0.25 -4.89 3.81 0.000
C -1.25 -5.53 4.54 0.000
C -2.57 -5.15 4.37 0.000
C -2.89 -4.14 3.46 0.000
C -2.30 -3.00 -0.06 0.001
C -2.42 -4.38 -0.18 0.000
C -2.53 -4.97 -1.44 0.000
C -2.52 -4.18 -2.58 0.000
C -2.38 -2.81 -2.47 0.000
C -2.26 -2.22 -1.21 -0.001
P -3.36 0.71 0.61 -0.001
C -4.43 1.90 -0.30 0.000
C -5.81 1.81 -0.47 0.000
C -6.50 2.77 -1.19 0.000
C -5.82 3.85 -1.75 0.000
C -4.44 3.95 -1.58 0.001
C -3.75 2.98 -0.87 -0.001
C -3.36 1.46 2.29 0.000
C -2.27 1.16 3.10 0.003
C -2.20 1.65 4.40 0.002
C -3.22 2.46 4.89 0.000
C -4.30 2.78 4.07 0.000
C -4.37 2.28 2.78 0.000
H -5.47 -0.29 1.40 0.000
H -4.84 -1.07 -0.05 0.000
H -4.58 -2.68 1.69 0.000
H -4.07 -1.47 2.87 0.000
H 0.20 -3.38 2.35 0.000
H 0.79 -5.18 3.94 0.000
H -0.99 -6.31 5.24 0.000
H -3.35 -5.63 4.93 0.000
H -3.93 -3.87 3.34 0.000
H -2.43 -5.01 0.70 0.000
H -2.63 -6.05 -1.52 0.000
H -2.60 -4.64 -3.56 0.000
H -2.33 -2.18 -3.35 0.000
H -2.10 -1.15 -1.13 0.003
H -6.36 0.98 -0.04 0.000
H -7.57 2.68 -1.32 0.000
H -6.36 4.60 -2.31 0.000
H -3.90 4.78 -2.02 0.000
H -2.68 3.05 -0.76 0.000
H -1.46 0.57 2.70 -0.004
H -1.34 1.42 5.01 0.000
H -3.17 2.85 5.90 0.000
H -5.09 3.43 4.44 0.000
H -5.21 2.55 2.15 0.000
C 2.64 -1.23 4.12 0.000
Se 2.23 0.18 2.84 -0.001
C 4.07 0.80 2.65 0.000
C 4.89 -0.04 1.68 0.003
Se 4.37 0.30 -0.18 0.024
C 5.02 -1.39 -0.89 -0.001
H 2.97 -0.81 5.07 0.000
H 3.40 -1.90 3.73 0.000
H 1.73 -1.81 4.28 0.000
H 4.50 0.75 3.65 0.000
H 4.04 1.84 2.35 0.000
H 4.74 -1.11 1.89 0.000
H 5.95 0.18 1.79 0.001
H 6.11 -1.44 -0.85 0.001
H 4.69 -1.43 -1.92 0.000
H 4.59 -2.22 -0.33 0.000
N 1.35 -1.99 -0.32 0.008
H 1.61 -1.20 0.28 0.002
H 0.84 -1.61 -1.12 -0.014
H 2.23 -2.30 -0.74 0.002
C 1.14 -6.18 -6.05 0.000
C 1.19 -4.77 -5.51 0.000
C 1.02 -4.53 -4.15 0.001
C 1.08 -3.24 -3.64 -0.005
C 1.32 -2.18 -4.51 0.009
C 1.49 -2.40 -5.87 0.001
C 1.42 -3.70 -6.36 0.001
S 1.48 -0.53 -3.88 -0.020
O 2.61 -0.50 -2.95 0.020
O 1.56 0.34 -5.01 -0.002
O 0.26 -0.30 -3.03 0.040
H 0.73 -6.87 -5.31 0.000
H 2.13 -6.53 -6.32 0.000
H 0.52 -6.23 -6.95 0.000
H 0.82 -5.35 -3.48 0.000
H 0.93 -3.07 -2.59 0.002
H 1.66 -1.56 -6.52 0.001
H 1.54 -3.87 -7.42 0.000
F 5.23 3.18 -2.90 0.000
C 4.14 3.72 -3.47 -0.001
F 3.84 2.98 -4.53 0.000
F 4.49 4.94 -3.93 0.000
C 2.96 3.73 -2.45 -0.131
O 2.71 2.46 -2.11 -0.132
C 3.38 4.58 -1.17 -0.003
F 3.47 3.80 -0.11 0.002
F 2.50 5.56 -0.88 0.000
F 4.57 5.19 -1.32 0.000
C 1.71 4.39 -3.12 0.093
F 1.93 5.65 -3.54 -0.001
F 0.67 4.41 -2.29 0.012
F 1.33 3.68 -4.19 0.009
Cl 0.11 2.15 0.07 0.015
```

## Properties
- gap between HOMO and LUMO (alpha / beta) (eV) = 7.19 / 7.74
- energy above the lowest of the compared OMol25 structures with the same formula, charge and spin (kcal per mole) = 12.2
- E (eV) = -275690.440
- 2S+1 = 4
- total charge = -1
- LUMO energy (alpha / beta) (eV) = 2.13 / 2.13

---

# 7
Molecular formula: CH3NO3
Method: DFT, ωB97M-V with the def2-TZVPD basis set

The geometry in XYZ format:
```
8
Properties=species:S:1:pos:R:3:nbo_charge:R:1
C 1.47 -0.16 0.04 -0.547
N -1.17 0.30 0.13 0.449
O -2.52 0.69 0.07 -0.112
O -2.17 -0.70 0.30 -0.116
O -0.45 0.32 -0.90 -0.172
H 1.22 0.07 1.04 0.159
H 2.00 0.64 -0.37 0.165
H 1.62 -1.16 -0.31 0.175
```

## Properties
- gap between HOMO and LUMO (alpha / beta) (eV) = 8.43 / 8.74
- energy above the lowest of the compared OMol25 structures with the same formula, charge and spin (kcal per mole) = 122.0
- E (eV) = -8706.611
- 2S+1 = 3
- LUMO energy (alpha / beta) (eV) = 0.52 / -3.03